i.
A cluster of 2 separate species, C4H12N2O in total. Source: OMol25; level of theory: the ωB97M-V functional and the def2-TZVPD basis.

```
19
Properties=species:S:1:pos:R:3:nbo_charge:R:1
H 1.01555 0.76883 -1.92637 0.175
H -1.54386 -0.00005 -2.16209 0.356
H 0.58004 -1.84400 -0.35595 0.221
H -3.38270 -0.12242 0.34596 0.462
H 1.76886 1.59256 0.03901 0.368
H 1.70547 1.44732 1.70956 0.380
H -0.24921 -1.47832 1.97470 0.206
C 0.52740 -0.71989 1.97204 -0.552
O -3.09176 0.60260 0.90808 -0.945
C 1.01251 -0.84814 -0.48355 -0.451
N 1.26843 1.21512 0.82850 -0.824
C 0.43854 -0.12823 -1.71324 -0.224
H 0.91347 -0.40225 2.92849 0.195
H -2.16352 0.36534 1.05873 0.481
H 2.07927 -1.06018 -0.61485 0.218
H -1.14540 1.29394 -1.40368 0.373
H 0.39226 -0.87509 -2.50517 0.197
N -0.93742 0.30243 -1.40606 -0.861
C 0.81207 -0.10958 0.80588 0.224
```

Output
Gap between HOMO and LUMO   8.828 eV
LUMO level   0.8265 eV
Spin multiplicity   1
Structure (SMILES)   C=C(N)CCN.O

=====

ii.
A cluster of 2 separate species, C4H12N2O in total. Source: OMol25; level of theory: the ωB97M-V functional and the def2-TZVPD basis.

```
19
Properties=species:S:1:pos:R:3:nbo_charge:R:1
H 1.48781 -0.51378 -1.04112 0.279
C -0.48572 0.21036 -1.70621 0.681
H 1.39235 -0.42904 2.57779 0.179
H -0.86481 -1.15298 -3.18403 0.383
H -0.07607 -2.06772 1.34738 0.353
H 0.83866 1.55408 1.29706 0.209
H 1.15848 -0.41822 -2.86108 0.207
H -0.73501 -0.81190 0.57669 0.357
H -2.20861 -0.20542 -2.62444 0.402
O -1.03434 1.13435 -1.08704 -0.640
C 0.98293 0.01044 -1.86971 -0.733
N 0.13756 -1.13122 1.04128 -0.851
H 1.31475 1.06198 -1.91937 0.244
H -0.29521 -0.65519 3.10132 0.161
H -0.91095 1.36282 1.57446 0.221
H 0.16524 1.77918 2.94623 0.209
N -1.28629 -0.61969 -2.45477 -0.828
C 0.07661 1.18770 2.01844 -0.621
C 0.34264 -0.29577 2.26711 -0.213
```

Output
Gap between HOMO and LUMO   10.226 eV
LUMO level   0.9369 eV
Spin multiplicity   1
Structure (SMILES)   CC(N)=O.CCN

=====

Relative stability in kJ/mol, measured from the most stable structure: i 137.1; ii 0.0